Entry 1:
This record from OMol25 describes a cluster of 2 separate species, C6H13ClNO in total. The level of theory is wB97M-V/def2-TZVPD.

The geometry in XYZ format:
```
22
Properties=species:S:1:pos:R:3:nbo_charge:R:1
C -3.2283 -0.5501 -1.1957 -0.383
C -3.5741 -0.8577 0.0353 -0.211
C 2.9800 0.2862 0.0679 -0.624
C 2.1129 -0.8580 0.5786 -0.420
C 0.6888 -0.8161 0.0383 -0.222
C -0.0813 1.4395 -0.6076 0.439
N 0.0045 0.4480 0.4417 -0.696
O 0.0257 2.6070 -0.0644 -0.621
Cl -2.7458 -0.2643 1.4412 0.027
H -2.3996 0.0915 -1.4511 0.205
H -3.8037 -0.9498 -2.0142 0.242
H 2.6500 1.2520 0.4463 0.191
H 4.0066 0.1441 0.3951 0.247
H 2.9780 0.3184 -1.0205 0.220
H 2.0906 -0.8538 1.6706 0.212
H 2.5517 -1.8052 0.2652 0.246
H 0.6900 -0.8465 -1.0531 0.241
H 0.1139 -1.6631 0.4170 0.233
H -4.4051 -1.4953 0.3011 0.242
H 0.4195 0.8232 1.3098 0.434
H -1.0195 0.2154 0.7036 0.453
H -0.0548 3.3345 -0.7052 0.544
```

Properties
- 2S+1 = 1
- E_HOMO (Eh) = -0.5059
- gap between HOMO and LUMO (eV) = 9.623
- total charge = +1
- DFT total energy (hartree) = -826.24746
- ΔE to the lowest compared entry with this formula, charge and spin (eV) = 1.4295

Entry 2:
This record from OMol25 describes a cluster of 2 separate species, C6H13ClP in total. The level of theory is wB97M-V/def2-TZVPD.

The geometry in XYZ format:
```
21
Properties=species:S:1:pos:R:3:nbo_charge:R:1
C -0.5592 2.0656 2.4437 -0.473
C -0.2222 2.3905 1.2174 0.054
C 0.5145 0.0653 -2.0423 -0.976
C 1.8479 -1.0111 0.2800 -0.927
C -0.9377 -1.3236 0.0794 -0.768
C -2.3513 -0.9544 -0.4083 -0.384
P 0.3562 -0.1047 -0.2338 1.155
Cl -3.5490 -2.2856 -0.0875 -0.030
H -0.3631 2.9634 3.1064 0.290
H -0.5848 1.0987 2.9597 0.273
H 0.0940 3.1917 0.6373 0.216
H -0.2534 0.6303 -2.5077 0.269
H 0.3727 -1.0338 -2.3969 0.248
H 1.5004 0.3349 -2.4458 0.283
H 1.7216 -1.4920 1.2352 0.270
H 2.4909 -0.1692 0.5026 0.263
H 2.0042 -1.5499 -0.5982 0.249
H -0.4144 -2.1280 -0.4593 0.251
H -1.0779 -1.4996 1.2436 0.276
H -2.1641 -0.8858 -1.4762 0.210
H -2.8888 -0.0134 -0.0074 0.251
```

Properties
- 2S+1 = 1
- E_HOMO (spin up / spin down) (Eh) = -0.4936 / -0.4937
- gap between HOMO and LUMO (spin up / spin down) (eV) = 7.741 / 7.755
- total charge = +1
- DFT total energy (hartree) = -1037.54085
- ΔE to the lowest compared entry with this formula, charge and spin (eV) = 4.8494

Entry 3:
This record from OMol25 describes a structure of composition C6H13CuO3. The level of theory is wB97M-V/def2-TZVPD.

The geometry in XYZ format:
```
23
Properties=species:S:1:pos:R:3:nbo_charge:R:1
O 0.9031 2.5365 -0.1937 -1.072
C 1.5685 -0.4884 -1.9307 -0.438
C 0.4955 -1.2833 -1.8141 0.089
O 0.3566 -2.1551 -0.7939 -0.525
C -0.8911 -2.1784 -0.1170 -0.086
C -0.7822 -1.5608 1.2578 -0.090
O -1.2228 -0.2183 1.2175 -0.602
C -1.1504 0.4349 2.4738 -0.260
H 2.3835 -0.5295 -1.2058 0.217
H 1.6660 0.1390 -2.8158 0.217
H -0.3047 -1.3017 -2.5638 0.166
H -1.1884 -3.2295 -0.0113 0.197
H -1.6541 -1.6569 -0.7143 0.187
H 0.2608 -1.5981 1.6159 0.202
H -1.4069 -2.1437 1.9550 0.178
H -1.5774 1.4358 2.3438 0.200
H -1.7227 -0.1252 3.2284 0.179
H -0.1033 0.5281 2.8024 0.195
Cu -0.8288 1.3894 -0.2073 0.883
C 2.2387 2.6568 0.0817 -0.197
H 2.4760 3.4585 0.8223 0.126
H 2.6888 1.7224 0.4915 0.109
H 2.8433 2.9026 -0.8214 0.124
```

Properties
- 2S+1 = 1
- E_HOMO (Eh) = -0.2663
- gap between HOMO and LUMO (eV) = 6.954
- total charge = 0
- DFT total energy (hartree) = -2102.46122
- ΔE to the lowest compared entry with this formula, charge and spin (eV) = 0.0000